Formula: C39H48AlAsBF6N11P
Source: the Open Molecules 2025 dataset
Level of theory: wB97M-V/def2-TZVPD

Atoms and positions in Å:
Al: -1.4314 -0.2415 0.9455
C: 0.8707 -2.2520 2.7034
C: 1.3148 -0.9232 2.2548
C: 2.4399 -0.2630 2.6202
C: 2.4115 1.0528 1.9519
N: 1.0613 1.1244 1.4680
N: 0.5241 -0.0848 1.4706
B: 0.1331 2.3276 1.3016
N: -0.8339 2.1384 2.4664
C: -0.8235 2.5892 3.7380
C: -1.9129 2.0756 4.3911
C: -2.5613 1.2543 3.4589
C: -3.8559 0.5854 3.6402
N: -1.8568 1.2497 2.3111
N: -0.6737 2.2882 0.0152
C: -0.8661 3.3210 -0.8259
C: -1.7695 2.9433 -1.7836
C: -2.1210 1.6297 -1.4653
C: -3.0848 0.8231 -2.2422
N: -1.4514 1.2444 -0.3673
N: 0.8589 3.6860 1.3349
C: 0.3631 4.7490 2.0016
C: 1.1214 5.8625 1.7434
C: 2.1024 5.4578 0.8425
C: 3.1655 6.3039 0.2716
N: 1.9073 4.1481 0.5901
H: 1.7162 -2.8742 2.9819
H: 0.2652 -2.7541 1.9550
H: 0.2501 -2.1321 3.5970
H: 3.2551 -0.6119 3.2220
H: 2.6896 1.9124 2.5580
H: -0.0426 3.2229 4.1119
H: -2.2070 2.2434 5.4055
H: -4.6241 1.3200 3.8775
H: -3.8085 -0.1051 4.4834
H: -4.1413 0.0530 2.7387
H: -0.3736 4.2653 -0.7198
H: -2.1384 3.5250 -2.6017
H: -2.9076 0.9721 -3.3063
H: -4.0949 1.1716 -2.0314
H: -3.0132 -0.2264 -2.0017
H: -0.5220 4.6837 2.5995
H: 0.9791 6.8485 2.1317
H: 2.8752 7.3474 0.3566
H: 3.3792 6.0859 -0.7730
H: 4.0917 6.1925 0.8370
C: 4.5250 -4.0552 -0.6197
C: 3.2304 -4.1652 -0.1368
C: 2.3680 -3.0887 -0.2329
C: 2.7977 -1.8947 -0.8086
C: 4.1072 -1.7789 -1.2772
C: 4.9586 -2.8654 -1.1848
P: 1.6010 -0.5301 -0.9902
C: 2.4762 0.9868 -0.5143
C: 2.0896 2.1845 -0.9715
C: 2.6933 3.4528 -0.4438
C: 4.0795 3.1987 0.0989
C: 4.3869 2.0365 0.6541
C: 3.3870 0.9310 0.6849
C: 1.3005 -0.2353 -2.7743
C: 0.0368 -0.4312 -3.3196
C: -0.1779 -0.2111 -4.6704
C: 0.8625 0.2198 -5.4785
C: 2.1195 0.4252 -4.9295
C: 2.3485 0.2066 -3.5831
H: 5.1954 -4.8963 -0.5523
H: 2.8953 -5.0880 0.3117
H: 1.3644 -3.1730 0.1562
H: 4.4645 -0.8568 -1.7115
H: 5.9674 -2.7834 -1.5597
H: 1.3956 2.2653 -1.7973
H: 2.7497 4.1745 -1.2692
H: 4.7950 3.9989 0.0176
H: 5.3634 1.8440 1.0687
H: 3.8938 -0.0342 0.7431
H: -0.7781 -0.7470 -2.6862
H: -1.1575 -0.3875 -5.0886
H: 0.7018 0.3890 -6.5325
H: 2.9352 0.7592 -5.5526
H: 3.3363 0.3720 -3.1818
F: -1.9684 -1.4101 2.1233
As: -2.9005 -3.2644 3.1242
F: -3.2178 -3.6116 1.4285
F: -4.2975 -2.2626 3.0785
F: -3.6217 -4.5384 3.8842
F: -2.2142 -2.3463 4.4072
F: -1.3674 -4.0200 2.8314
C: -2.7264 -4.8308 -1.5265
N: -1.9541 -3.5976 -1.5625
C: -0.6117 -3.8108 -2.0621
C: -2.3505 -2.4632 -0.9517
N: -1.4499 -1.6243 -0.3976
N: -3.6483 -2.1193 -0.9972
C: -4.2532 -1.2320 -0.0280
C: -4.5840 -2.6781 -1.9611
H: -2.0954 -5.6221 -1.1189
H: -3.0423 -5.1349 -2.5253
H: -3.5839 -4.7364 -0.8713
H: -0.6819 -4.3585 -3.0033
H: -0.0217 -4.4229 -1.3776
H: -0.0930 -2.8741 -2.2580
H: -0.5408 -2.0750 -0.3839
H: -3.4932 -0.5809 0.4305
H: -4.7490 -1.8088 0.7590
H: -5.0064 -0.6133 -0.5127
H: -4.0485 -3.1236 -2.7941
H: -5.2116 -1.8725 -2.3484
H: -5.2425 -3.4242 -1.5144

Results
HOMO energy (alpha / beta): -16.18 / -16.18 eV
ΔE to the lowest compared entry with this formula, charge and spin: 92.7 kcal per mole
calculated total energy: -5560.27756 hartree
total charge: +3


Formula: C17H19N
Source: the Open Molecules 2025 dataset
Level of theory: wB97M-V/def2-TZVPD

Atoms and positions in Å:
C: -3.8758 0.4538 0.0703
C: -3.0726 -0.6222 0.7268
C: -2.7516 -1.9076 0.5127
N: -1.6621 -2.3130 1.3085
C: -1.3300 -1.2673 2.1640
C: -0.4939 -1.2716 3.2065
C: -0.5740 -0.2028 4.0795
C: -1.5367 0.8273 3.8572
C: -2.3535 0.7638 2.7386
C: -2.2762 -0.2389 1.8400
H: -3.1964 1.2692 -0.1278
H: -4.8531 0.6690 0.4978
H: -4.0918 0.1901 -0.9855
H: -3.1295 -2.6265 -0.1487
H: -1.4142 -3.2298 1.4529
H: 0.0364 -2.0525 3.5436
H: 0.0074 -0.1840 4.9075
H: -1.5987 1.6068 4.6589
H: -3.3069 1.5891 2.8475
C: 2.9294 2.4451 -0.3933
C: 1.6972 1.5939 -0.9638
C: 2.1604 0.5897 -1.9196
C: 2.4609 -0.7819 -1.5693
C: 2.4931 -1.7872 -2.5002
C: 2.1900 -1.5785 -3.8578
C: 1.9917 -0.2680 -4.2833
C: 1.9512 0.8610 -3.2945
H: 2.7224 3.5103 -0.5340
H: 3.9217 2.1178 -0.7231
H: 2.9079 2.2626 0.6474
H: 1.1407 1.2129 -0.0942
H: 0.9646 2.2255 -1.4650
H: 2.7723 -0.7907 -0.5068
H: 2.9546 -2.6930 -2.2100
H: 2.4306 -2.4003 -4.5916
H: 1.7183 0.1867 -5.2242
H: 2.0663 1.8414 -3.6668

Results
HOMO energy: -7.95 eV
ΔE to the lowest compared entry with this formula, charge and spin: 76.0 kcal per mole
calculated total energy: -713.84119 hartree
total charge: 0


Formula: C4H6N3
Source: the Open Molecules 2025 dataset
Level of theory: wB97M-V/def2-TZVPD

Atoms and positions in Å:
C: -2.2953 -0.5263 -0.0946
C: 1.7870 2.1103 0.1660
C: 1.6340 -2.2668 -0.2026
C: -0.2045 0.8628 0.1897
N: -1.2482 0.3540 0.0862
N: 0.7723 1.4672 -0.2656
N: 1.3190 -1.1740 -0.3300
H: -2.3902 -1.2172 0.7652
H: -2.2511 -1.0292 -0.9896
H: 1.7793 2.5499 1.2634
H: 2.5866 2.3580 -0.4754
H: -3.2961 -0.1568 -0.0719
H: 1.8073 -3.3320 -0.0407

Results
HOMO energy (alpha / beta): -15.08 / -15.08 eV
ΔE to the lowest compared entry with this formula, charge and spin: 78.1 kcal per mole
calculated total energy: -319.90723 hartree
total charge: +1


Formula: C4H6N4O
Source: the Open Molecules 2025 dataset
Level of theory: wB97M-V/def2-TZVPD

Atoms and positions in Å:
O: -1.2564 1.9931 0.4405
C: 0.1845 1.7799 0.1232
C: 0.7147 0.4718 -0.2959
C: -0.2876 -0.5746 -1.3197
C: -0.2275 -1.4163 -0.2383
N: -0.8910 -2.4639 0.3837
N: -0.2933 -2.5303 1.5795
N: 0.5294 -1.5867 1.7533
N: 0.5190 -0.7804 0.6682
H: -1.3025 1.1069 1.0998
H: 0.9464 2.0199 0.9164
H: 0.6303 2.4825 -0.7022
H: 1.6507 0.6802 -0.6621
H: -1.2854 -0.2024 -1.5617
H: 0.3686 -0.9796 -2.1846

Results
HOMO energy: -10.21 eV
ΔE to the lowest compared entry with this formula, charge and spin: 123.6 kcal per mole
calculated total energy: -450.09167 hartree
total charge: 0


Formula: C4H9NO2
Source: the Open Molecules 2025 dataset
Level of theory: wB97M-V/def2-TZVPD

Atoms and positions in Å:
C: 0.0593 -1.8217 -0.1722
N: 0.4281 -0.7398 -1.0590
C: 1.7397 -0.0493 -1.0553
C: 0.4320 0.6085 -1.0511
O: -0.2663 1.5856 -1.1271
H: 0.4960 -2.7315 -0.5879
H: -1.0254 -1.9438 -0.1160
H: 0.4540 -1.6551 0.8372
H: 2.3417 -0.1601 -1.9513
H: 2.2866 -0.0807 -0.1149
H: -2.1462 0.4040 -0.4179
H: -2.7407 0.3092 0.0229
C: -0.5257 1.5823 1.6972
O: 0.2865 0.7015 1.5439
H: -0.9823 1.7556 2.6855
H: -0.8372 2.2351 0.8660

Results
HOMO energy: -9.29 eV
ΔE to the lowest compared entry with this formula, charge and spin: 103.9 kcal per mole
calculated total energy: -362.92002 hartree
total charge: 0


Formula: C4H17N2O2
Source: the Open Molecules 2025 dataset
Level of theory: wB97M-V/def2-TZVPD

Atoms and positions in Å:
C: -2.3254 0.5457 -1.0648
N: -2.7048 0.8391 0.2973
C: -1.1689 -0.4273 -1.0867
N: 0.0994 0.1808 -0.5249
C: 1.2541 -0.0790 -1.4466
C: 2.5719 0.4112 -0.8326
H: -3.1163 0.2505 -1.7524
H: -2.0754 1.4825 -1.5757
H: -3.6604 0.6009 0.4944
H: -2.4058 1.6799 0.7556
H: -1.4130 -1.2420 -0.4082
H: -0.9276 -0.8528 -2.0575
H: -0.0981 1.1625 -0.4464
H: 0.3727 -0.2559 0.3775
H: 1.0913 0.2576 -2.4683
H: 1.1880 -1.1573 -1.6113
H: 3.3117 -0.3061 -1.1942
H: 2.8543 1.3232 -1.3509
H: 2.5543 0.4332 0.2489
H: 1.1026 -1.5319 2.0337
H: 0.1313 -2.6018 1.4441
O: 0.4246 -1.6902 1.3591
H: 1.7046 0.4757 3.7770
H: 0.2668 0.5816 3.5423
O: 0.9680 -0.0800 3.4905

Results
HOMO energy: -13.05 eV
ΔE to the lowest compared entry with this formula, charge and spin: 28.2 kcal per mole
calculated total energy: -422.34780 hartree
total charge: +1


Formula: C4H8N2O2
Source: the Open Molecules 2025 dataset
Level of theory: wB97M-V/def2-TZVPD

Atoms and positions in Å:
C: 1.0636 -0.8167 -0.2610
C: 0.1232 -0.1898 -1.3976
C: -1.1971 0.3953 -0.7706
C: -0.6525 1.3989 0.2684
H: 0.6977 -1.8822 -0.0616
H: 2.2627 -0.6321 -0.3458
H: -0.3363 -1.2917 -1.9549
H: 0.7397 0.4098 -1.9319
H: -2.0264 0.9238 -1.2701
H: -1.5352 -0.4294 -0.0333
H: -0.1740 2.3650 -0.2091
H: -1.8330 1.8427 0.9399
N: 0.6867 -0.7948 2.3185
N: 0.7555 -0.3078 1.1014
O: 0.8449 -2.0386 2.3614
O: 0.5805 1.0476 1.2465

Results
HOMO energy: -9.30 eV
ΔE to the lowest compared entry with this formula, charge and spin: 211.4 kcal per mole
calculated total energy: -416.91914 hartree
total charge: 0


Formula: C5H6N2S
Source: the Open Molecules 2025 dataset
Level of theory: wB97M-V/def2-TZVPD

Atoms and positions in Å:
C: 2.0238 0.2340 -0.7307
C: 0.8988 -0.6251 -0.1903
C: 0.6571 1.5609 0.3113
C: -1.3969 0.4443 0.4529
C: -2.2417 -0.7124 0.2534
N: 1.8303 1.5381 -0.2117
N: -0.0412 0.3987 0.3334
S: 2.8375 -0.9740 0.4199
H: 2.2660 0.2187 -1.8061
H: 0.5640 -1.5101 -0.6556
H: 0.3747 2.4293 0.8627
H: -3.1243 -0.4644 -0.3702
H: -2.8162 -0.8665 1.2007
H: -1.8319 -1.6716 0.1302

Results
HOMO energy (alpha / beta): -6.75 / -8.87 eV
ΔE to the lowest compared entry with this formula, charge and spin: 39.4 kcal per mole
calculated total energy: -701.60509 hartree
⟨S²⟩: 2.013
total charge: 0
spin multiplicity: 3


> Among the records above, which one has the highest ΔE to the lowest compared entry with this formula, charge and spin?

C4H8N2O2